C30H35Cl10N5 | ωB97M-V/def2-TZVPD

Results
SMILES = c1ccncc1.c1ccncc1.c1ccncc1.c1ccncc1.c1ccncc1.ClCCl.ClCCl.ClCCl.ClCCl.ClCCl
HOMO-LUMO gap = 9.71 eV

CARTESIAN COORDINATES (ANGSTROEM)
Cl  0.1826  -5.2003  -0.6555
Cl  -1.2086  1.5769  0.7925
Cl  -1.0344  4.4941  0.3896
Cl  -0.0994  -2.1920  4.1734
Cl  -0.5757  -0.8698  -2.3202
Cl  0.1398  -1.5806  0.4507
Cl  3.6503  -1.6703  0.3442
Cl  2.7826  -4.6044  -1.9796
Cl  0.2083  0.7134  4.2485
Cl  4.8798  -0.7403  2.8082
N  -1.4268  -6.1034  3.4354
N  -3.6207  -0.7244  1.8260
N  3.9620  2.7642  -3.5667
N  4.2261  3.9702  1.2768
N  -0.4266  4.2002  -4.2691
C  -2.0361  -4.3137  1.9218
C  -2.7307  -6.2670  3.7148
C  3.6896  3.3893  0.1884
C  -2.3003  2.9108  -4.9731
C  0.6006  -0.6704  -1.0071
C  -4.7214  -0.3440  2.4701
C  -0.8503  -0.6203  3.7797
C  -3.5472  -0.5420  0.5021
C  -3.7281  -5.5161  3.1348
C  1.8771  -4.7383  -0.4624
C  -1.8415  3.1458  1.2752
C  -1.1216  -5.1804  2.5200
C  4.5688  0.5635  -2.7998
C  4.8358  1.9136  -3.0009
C  -2.3382  2.2405  -3.7619
C  -3.3733  -4.5353  2.2151
C  -1.3570  3.9229  -5.1628
C  2.7309  2.3220  -3.8383
C  -5.8206  0.2290  0.4151
C  2.5065  1.7719  1.5113
C  2.3680  1.0043  -3.6216
C  -5.8515  0.0767  1.7907
C  3.3113  0.1056  -3.1420
C  3.0473  2.3857  2.6292
C  3.9347  3.4417  2.4549
C  2.8135  2.3385  0.2609
C  -4.6160  -0.0581  -0.2312
C  4.9241  -0.6614  1.0520
C  -0.4934  3.5928  -3.0747
C  -1.4395  2.6370  -2.7670
H  0.7047  0.3625  -0.6950
H  -4.1172  -3.8073  1.9107
H  2.3672  1.8824  -0.6159
H  3.9057  3.9203  -0.7313
H  2.3836  -5.5106  0.1074
H  5.8681  -1.0878  0.7329
H  5.3250  -0.0059  -2.2754
H  2.0796  3.0461  -4.3092
H  1.8190  0.9362  1.5154
H  3.0190  -0.9290  -3.0051
H  1.4110  0.6283  -3.9619
H  5.7711  2.3924  -2.7467
H  -1.3265  4.4168  -6.1272
H  -1.5904  3.3154  2.3155
H  -1.6383  -3.5363  1.2893
H  -6.7636  0.3256  2.3203
H  2.8076  2.0160  3.6174
H  -2.9364  2.5172  -5.7567
H  -1.1577  -0.5858  2.7430
H  1.5518  -1.0645  -1.3420
H  1.9153  -3.8167  0.1074
H  0.2500  3.8840  -2.3436
H  -4.7150  -0.4483  3.5477
H  -0.0694  -5.0906  2.2800
H  -2.8878  -7.0611  4.4345
H  -3.0825  1.4685  -3.6221
H  4.3372  3.9509  3.3239
H  -1.7291  -0.5453  4.4103
H  -1.4649  2.0712  -1.8461
H  4.7828  0.3483  0.6825
H  -4.5326  0.0595  -1.3044
H  -4.7941  -5.6035  3.2979
H  -6.6485  0.6883  -0.1048
H  -2.6116  -0.8791  0.0790
H  -2.9140  3.1641  1.1245

Cartesian forces (eV/Å) of the 2 atoms listed first:
0.18 0.06 -0.24
0.08 0.01 0.07



C11H44F2N23O15S2 | ωB97M-V/def2-TZVPD

Results
ΔE to the lowest compared entry with this formula, charge and spin = 6.503 eV
HOMO-LUMO gap = 8.15 eV
Charge = -1

CARTESIAN COORDINATES (ANGSTROEM)
S  -0.5567  -0.7597  0.2116
S  0.3757  1.4835  -0.2898
F  -1.1064  -1.9720  -0.6429
F  1.2152  1.9944  -1.5927
O  4.6068  -1.0348  -2.1516
O  -1.8103  -0.1229  0.6833
O  -0.7091  0.0562  3.5211
O  -0.7584  2.3459  -0.2659
O  1.3151  1.6898  0.7708
O  2.2708  -0.0268  -4.8482
O  -5.9177  2.1957  2.4911
O  -3.5634  -3.4910  -0.2576
O  0.4051  -1.3196  1.1754
O  -1.3902  -0.8918  -5.6112
O  4.6695  3.9321  -2.3295
O  5.1863  2.6034  3.3709
O  -2.9454  -5.7644  1.3177
O  -0.7047  -3.9070  5.5631
O  -4.3974  4.3453  -2.5149
N  3.3918  -0.6318  -0.3051
N  -2.3067  -3.8005  2.0529
N  4.5914  2.1134  -1.0879
N  3.4549  3.0629  2.0590
N  0.5428  1.8589  3.6542
N  3.5569  1.1626  3.0877
N  -3.8425  1.5154  2.1371
N  6.4514  2.6814  -1.8784
N  -0.2362  -0.4288  -3.7635
N  2.3971  -0.8875  -2.1483
N  3.9623  0.7088  -6.1390
N  -4.9617  -2.7244  -1.8322
N  -1.8732  -5.5751  3.3138
N  -3.0884  2.5444  -2.1177
N  0.1400  -0.0766  -0.9155
N  -1.7301  -1.9460  4.8925
N  0.2551  0.5688  5.3307
N  -2.4895  4.4141  -1.3220
N  3.4209  1.8006  -4.4193
N  -0.0496  -2.7597  3.7777
N  -2.2905  -0.7424  -3.5999
N  -5.4577  0.2259  1.5901
N  -3.0513  -3.5100  -2.4546
C  4.0971  2.3021  2.8966
C  3.1814  0.7146  -5.1172
C  -2.2976  -5.1121  2.1421
C  -3.4223  3.7822  -2.0604
C  -3.8089  -3.2844  -1.4730
C  -1.3811  -0.5839  -4.3978
C  3.5481  -0.8734  -1.5793
C  -0.7879  -2.8952  4.8239
C  -0.0657  0.8572  4.1296
C  -5.1136  1.3746  2.0509
C  5.2133  2.9693  -1.7806
H  5.0461  1.2128  -1.0392
H  2.8198  1.9103  -3.6151
H  2.7619  0.8733  2.5359
H  0.6896  1.8824  2.6552
H  -2.1645  -3.9796  -2.3397
H  -1.6093  3.9802  -1.0833
H  2.4088  -0.7741  -3.1519
H  6.8451  2.0026  -1.2424
H  2.5092  -0.4401  0.1469
H  1.5786  -0.5811  -1.6421
H  4.1456  2.4212  -4.7505
H  -3.3257  -3.2777  -3.3984
H  -6.4541  0.2650  1.4297
H  2.5268  2.8606  1.7159
H  -3.7701  2.0439  -2.6698
H  -0.1203  -1.8234  3.4056
H  0.6098  -0.3058  -4.3014
H  3.9255  3.8347  1.6085
H  0.5340  1.3888  5.8501
H  0.8604  -3.1667  3.6149
H  4.1475  0.5150  3.5896
H  -2.3411  2.0714  -1.6299
H  -1.5644  -5.0669  4.1302
H  4.1872  -0.7692  0.3019
H  -1.6709  -3.4444  2.7522
H  -2.4280  -1.9943  5.6211
H  4.8427  1.2007  -6.1932
H  -3.3169  0.8173  1.6306
H  -1.5915  -1.1413  4.2981
H  -5.3091  -2.9312  -2.7578
H  -2.6857  5.4048  -1.3279
H  -3.2249  -0.4785  -3.8782
H  -4.7506  -0.4922  1.5233
H  -2.7511  -3.3401  1.2714
H  -1.9035  -6.5801  3.2181
H  7.0288  3.1035  -2.5915
H  -5.5445  -2.9715  -1.0453
H  3.9640  -0.1929  -6.5941
H  0.7390  2.6936  4.1880
H  0.3916  -0.3537  5.7187
H  -2.1022  -0.6316  -2.6138
H  -3.3315  2.3632  2.3374
H  3.5829  2.0634  -1.0662
H  -0.3198  -0.3544  -2.7597

Cartesian forces (eV/Å) of the 2 atoms listed first:
-4.13 -4.77 5.84
0.95 1.46 -3.57



C11H16N4O5 | ωB97M-V/def2-TZVPD

Results
ΔE to the lowest compared entry with this formula, charge and spin = 7.603 eV
HOMO-LUMO gap = 9.54 eV

CARTESIAN COORDINATES (ANGSTROEM)
O  6.6744  -1.2218  0.4560
O  0.5669  1.2834  1.2252
O  4.6342  -2.3672  -0.0446
O  -3.0445  1.6723  0.5666
O  -1.5505  2.6222  -0.8996
N  -5.5526  -1.5031  0.1684
N  -0.0188  0.1905  -0.7004
N  2.9604  2.4301  0.0891
N  -3.6178  -1.6389  -0.8652
C  5.4586  -1.3031  0.2289
C  -4.9717  -1.8071  -0.9405
C  4.6288  -0.1731  -0.4058
C  2.2866  1.0471  -0.4005
C  -1.4633  0.3133  -0.3918
C  -1.9809  1.6284  -0.4172
C  -3.6017  -0.9803  0.3112
C  -2.2699  -0.4362  0.9597
C  2.9723  -0.2241  -0.1898
C  -4.6631  -1.0146  1.0575
C  0.8099  0.8995  0.1158
H  -5.6193  -2.1514  -1.8976
H  5.1654  -0.2194  -1.3552
H  -6.5465  -1.3376  0.3971
H  -2.5048  0.4962  1.6295
H  -3.3187  2.5703  0.6834
H  4.9177  0.7223  0.2662
H  -2.1399  -0.0901  -1.1509
H  5.2048  -3.3059  0.0503
H  2.6110  -0.9278  -1.1561
H  2.2448  1.1253  -1.3960
H  -1.3633  -1.1166  1.6477
H  -4.8726  -0.8623  2.0883
H  0.2492  0.0177  -1.5933
H  2.8216  3.2146  -0.7126
H  2.8696  -0.7494  0.7367
H  2.4039  2.6536  0.9249

Cartesian forces (eV/Å) of the 2 atoms listed first:
-3.63 -1.24 0.13
-1.17 0.44 0.81



C6H10O | ωB97M-V/def2-TZVPD

Results
ΔE to the lowest compared entry with this formula, charge and spin = 0.528 eV
SMILES = CC1=CCC[C@H]1O
HOMO-LUMO gap = 10.00 eV

CARTESIAN COORDINATES (ANGSTROEM)
O  -0.0781  2.1356  -0.0409
C  -1.5725  0.1645  -0.5135
C  0.0875  -1.2291  0.4931
C  -1.4143  -1.1591  0.3088
C  -0.1663  0.8361  -0.6209
C  2.2399  0.1151  0.0453
C  0.7605  -0.1657  0.0304
H  2.7900  -0.5367  0.7306
H  -2.2119  0.8001  0.0920
H  0.1376  1.0254  -1.6613
H  -0.2512  2.0478  0.9061
H  -1.9755  -1.1671  1.2999
H  2.6570  -0.0293  -0.9610
H  -2.0228  0.1103  -1.5146
H  0.5579  -2.0513  1.0231
H  -1.9843  -2.0561  0.0690
H  2.4466  1.1596  0.3140

Cartesian forces (eV/Å) of the 2 atoms listed first:
-0.12 -0.10 0.29
-0.23 0.05 0.31



C4H7NO | ωB97M-V/def2-TZVPD

Results
ΔE to the lowest compared entry with this formula, charge and spin = 5.437 eV
HOMO-LUMO gap = 8.46 eV

CARTESIAN COORDINATES (ANGSTROEM)
O  1.6274  -1.5784  0.4000
N  -1.2897  1.3254  0.2268
C  0.6616  0.0285  -0.9158
C  -0.6298  0.6249  -0.9048
C  1.3869  -0.1784  0.3751
C  -1.4972  -0.0800  0.1493
H  -2.4714  -0.4068  -0.2027
H  -1.0130  -0.7502  0.8575
H  -0.6019  1.5542  0.9406
H  0.8791  0.0601  1.3266
H  2.3245  0.4042  0.3628
H  -1.1223  0.8037  -1.8569
H  1.7514  -1.7958  -0.5399

Cartesian forces (eV/Å) of the 2 atoms listed first:
0.27 -0.10 -0.05
0.09 0.03 0.22



C20H12Br4IN2O5Pt | ωB97M-V/def2-TZVPD

Results
<S²> = 6.05
Multiplicity = 5
ΔE to the lowest compared entry with this formula, charge and spin = 1.263 eV
HOMO-LUMO gap (spin up / spin down) = 5.73 / 5.28 eV
Charge = -1

CARTESIAN COORDINATES (ANGSTROEM)
Pt  -0.1239  -0.2698  0.0028
I  -0.1103  -0.2467  2.8878
Br  -3.3737  5.8576  0.2650
Br  -5.8611  3.6820  0.0339
Br  -5.1522  0.4175  -0.1357
Br  -0.2285  4.7120  0.3257
O  -2.1780  -0.0220  -0.0431
O  4.7639  -2.3338  -2.5634
O  -0.1345  -0.0366  -2.1801
O  -0.1918  -2.0800  -0.0183
O  -0.1889  1.7126  0.1270
N  1.8909  -0.2161  0.0857
N  1.8213  0.0209  -5.1379
C  2.7163  -0.3524  3.7447
C  3.0190  -0.3631  -4.6672
C  -0.5134  0.5629  -4.7769
C  4.7186  -0.2474  2.4705
C  -1.4285  2.1902  0.1068
C  2.2490  -0.4582  -2.3735
C  0.9782  -0.0965  -2.8742
C  2.5573  -0.7142  -1.0089
C  4.0982  -0.3411  3.7085
C  2.5600  -0.2640  1.3039
C  -1.7038  3.5506  0.1867
C  3.2832  -0.6062  -3.3443
C  4.6830  -0.9516  -2.9393
C  -3.0246  4.0057  0.1626
C  1.9636  -0.3056  2.5782
C  -4.0693  3.0894  0.0641
C  -2.4837  1.2569  0.0109
C  -3.7988  1.7214  -0.0102
C  3.9745  -0.2025  1.3119
C  0.8361  0.1577  -4.2693
H  -0.4570  0.7259  -5.8509
H  -0.8574  1.4699  -4.2750
H  5.6416  -2.4971  -2.2122
H  -1.2566  -0.2043  -4.5509
H  3.8184  -0.4563  -5.3962
H  4.6700  -0.3827  4.6255
H  4.4765  -0.0762  0.3641
H  4.9870  -0.3225  -2.0935
H  2.2005  -0.3967  4.6948
H  3.4110  -1.3442  -0.8033
H  5.3579  -0.7483  -3.7765
H  5.7983  -0.1923  2.4040

Cartesian forces (eV/Å) of the 2 atoms listed first:
-0.40 -0.42 -0.81
0.01 -0.02 0.51



C2H4CsO2 | ωB97M-V/def2-TZVPD

Results
<S²> = 0.75
Multiplicity = 2
ΔE to the lowest compared entry with this formula, charge and spin = 0.000 eV
HOMO-LUMO gap (spin up / spin down) = 11.20 / 9.69 eV
Charge = +2

CARTESIAN COORDINATES (ANGSTROEM)
Cs  4.0421  1.0952  1.9727
O  0.5901  0.9694  0.0783
O  -1.1670  -0.4833  0.0141
C  -0.6756  0.8999  -0.1996
C  -0.3609  -1.4102  -0.2135
H  0.4433  -1.3324  -0.9592
H  -1.3073  1.5461  0.4523
H  -0.6764  -2.4027  0.1267
H  -0.8883  1.1180  -1.2717

Cartesian forces (eV/Å) of the 2 atoms listed first:
0.27 0.12 0.12
0.15 0.41 -0.03



C48H55ClN4OPPtSSbSe | ωB97M-V/def2-TZVPD

Results
ΔE to the lowest compared entry with this formula, charge and spin = 5.353 eV
HOMO-LUMO gap (spin up / spin down) = 4.79 / 4.79 eV
Charge = +2

CARTESIAN COORDINATES (ANGSTROEM)
Pt  0.7853  -1.5465  -0.3185
Sb  -0.6023  2.1668  0.3532
Se  2.6520  -1.2436  -1.5656
Cl  -1.5943  -1.2835  0.8253
S  0.7225  -3.8038  0.1919
P  -0.4952  -1.5153  -2.1168
O  1.2609  -0.8158  1.8208
N  3.1785  -3.2948  1.2177
N  1.4357  -1.5081  3.9609
N  3.2047  -0.3648  2.8528
N  2.0313  -5.1036  2.0426
C  -3.0927  1.4459  -3.0341
C  3.1349  -5.5150  2.9139
C  0.8902  -3.6910  -5.8739
C  1.7537  -1.1971  5.3532
C  -2.4222  -2.3611  -0.2919
C  -4.7904  1.5473  -0.4234
C  0.1780  -2.2286  3.8000
C  -5.3183  1.4373  -1.7763
C  0.7401  6.1989  -0.8278
C  -4.1670  -3.9010  -0.7580
C  2.1049  -4.0580  1.2278
C  -1.6662  3.3640  1.7591
C  2.0334  6.0205  -1.2918
C  4.1807  -0.3722  3.9329
C  -3.5339  -3.0473  0.1405
C  -0.1800  -1.7977  -4.8517
C  0.2075  -2.4923  -5.9893
C  -1.2471  3.1450  -2.9567
C  -1.9185  -2.4875  -1.5885
C  -3.6836  -4.0579  -2.0470
C  0.0176  5.1078  -0.3781
C  0.8129  -3.5232  -3.4807
C  0.5451  3.8161  -0.3946
C  -3.5136  1.7327  -0.0922
C  -2.0036  4.1181  4.0210
C  -0.0406  0.9660  -2.9244
C  -1.3207  3.3081  3.1158
C  1.1890  -4.2108  -4.6190
C  -2.5249  2.7263  -2.3084
C  -4.5931  1.3743  -2.8882
C  1.8638  3.6452  -0.8466
C  3.5246  0.5521  1.7586
C  4.3886  -3.5919  1.9901
C  -0.2117  2.4325  3.6410
C  -2.3382  0.6006  -1.9619
C  1.9517  -0.8910  2.8674
C  -0.1824  2.3740  -3.2317
C  -3.3539  5.0316  2.2669
C  -2.5611  -3.3568  -2.4658
C  -0.9840  0.1543  -2.3962
C  0.1380  -2.3056  -3.5938
C  -2.3228  1.8548  -1.0148
C  -2.6847  4.2303  1.3601
C  2.5773  2.3188  -0.8863
C  -2.7752  1.1984  -4.4967
C  4.4459  -5.0810  2.2826
C  -3.0079  4.9737  3.6084
C  2.5845  4.7524  -1.2867
H  2.0642  -0.1636  5.4726
H  -1.1823  4.1804  -3.2712
H  4.1391  -1.2931  4.5040
H  -5.5095  1.4588  0.3815
H  3.0761  -6.5934  3.0418
H  -0.0286  -2.0930  -6.9658
H  0.6703  2.8374  -3.7099
H  0.8397  -1.3264  5.9300
H  5.2393  -3.2678  1.3928
H  3.2049  -2.5257  0.5488
H  3.0021  -5.0484  3.8934
H  4.6070  0.6071  1.6704
H  4.3741  -3.0034  2.9102
H  -0.6699  -1.6016  4.0864
H  3.6023  4.6135  -1.6307
H  -4.1396  5.6934  1.9331
H  5.2745  -5.3009  2.9515
H  -3.2989  1.7471  0.9696
H  2.6132  6.8628  -1.6420
H  -3.2253  3.5542  -2.2195
H  -6.3951  1.3932  -1.8743
H  1.1869  -4.2284  -6.7632
H  3.1082  0.2004  0.8190
H  -0.7226  -0.8663  -4.9487
H  1.0419  -3.9339  -2.5054
H  1.7182  -5.1488  -4.5317
H  2.8690  2.0617  -1.9063
H  -0.9810  5.2794  0.0005
H  5.1704  -0.3126  3.4839
H  4.6086  -5.6321  1.3554
H  1.2093  -5.6830  1.9761
H  2.5087  -1.8582  5.7762
H  -0.1982  1.4527  3.1604
H  -4.1804  -4.7286  -2.7326
H  -1.7395  4.0748  5.0700
H  -2.1857  -3.4851  -3.4715
H  0.7632  2.8947  3.4681
H  -2.9378  -0.2275  -1.5849
H  3.1367  1.5553  1.9492
H  1.9701  1.5060  -0.4894
H  -3.8994  -2.9221  1.1487
H  -3.2597  1.9571  -5.1129
H  -0.3184  2.2870  4.7164
H  -3.5206  5.5917  4.3314
H  -5.0404  -4.4494  -0.4371
H  -2.9760  4.2762  0.3167
H  0.2985  7.1852  -0.8058
H  0.1910  -3.1060  4.4475
H  0.9321  0.5409  -3.1567
H  -1.7140  1.2168  -4.7297
H  -5.1273  1.3000  -3.8277
H  4.0656  0.4778  4.6071
H  3.4965  2.3634  -0.2991
H  -3.1832  0.2299  -4.7943
H  0.0486  -2.5469  2.7701

Cartesian forces (eV/Å) of the 2 atoms listed first:
-0.28 0.50 1.27
0.05 -0.16 -0.16



H4NO2SSi | ωB97M-V/def2-TZVPD

Results
ΔE to the lowest compared entry with this formula, charge and spin = 0.632 eV
HOMO-LUMO gap = 8.07 eV
Charge = -1

CARTESIAN COORDINATES (ANGSTROEM)
S  -2.6549  0.1136  0.3564
Si  0.2032  0.3334  0.0500
O  -2.1876  1.4435  -0.0841
O  -3.4382  -0.6002  -0.6308
N  -0.9975  -0.8133  0.3821
H  0.4243  1.0641  -1.1549
H  -0.8107  -1.7732  0.3035
H  1.6117  -0.3865  0.4382
H  0.0055  1.3795  1.1842

Cartesian forces (eV/Å) of the 2 atoms listed first:
0.13 -0.60 1.70
1.23 0.20 3.33